# 1
ORCA calculation (the ωB97M-V functional and the def2-TZVPD basis) on a structure of composition C30H24InN7O2.

Each line ends with the natural charge from an NBO analysis.
CARTESIAN COORDINATES (ANGSTROEM)
In1 -1.1797 -0.0706 0.2353  1.932
C1 -4.8207 -2.1447 1.8322  -0.667
C2 -3.4199 -2.0581 1.2755  0.489
O1 -2.9072 -0.8707 1.3125  -0.809
C3 -2.8044 -3.1950 0.8158  -0.478
C4 -1.4287 -3.2874 0.4584  0.318
C5 -0.7861 -4.6462 0.3893  -0.666
N1 -0.7007 -2.2320 0.2804  -0.455
N2 0.6518 -2.3721 0.0691  -0.437
C6 1.3110 -1.3527 0.5507  0.530
O2 0.7701 -0.3435 1.1711  -0.813
C7 2.7832 -1.3282 0.3453  -0.041
C8 3.5188 -0.2641 0.8614  -0.197
C9 4.8881 -0.1973 0.6605  -0.223
C10 5.5329 -1.1948 -0.0557  -0.208
C11 4.8047 -2.2624 -0.5643  -0.225
C12 3.4361 -2.3323 -0.3655  -0.187
H1 -5.4790 -1.4974 1.2487  0.214
H2 -4.8249 -1.7763 2.8589  0.229
H3 -5.1990 -3.1638 1.8101  0.215
H4 -3.3544 -4.1222 0.8790  0.212
H5 -1.5266 -5.4239 0.5587  0.212
H6 -0.0083 -4.7136 1.1503  0.244
H7 -0.3064 -4.7982 -0.5782  0.237
H8 2.9992 0.5037 1.4182  0.233
H9 5.4513 0.6357 1.0634  0.211
H10 6.6023 -1.1397 -0.2189  0.209
H11 5.3106 -3.0432 -1.1188  0.209
H12 2.8520 -3.1549 -0.7554  0.232
C13 -4.9396 2.1531 1.4316  -0.283
C14 -4.4714 3.1609 2.2720  -0.144
C15 -3.1361 3.4814 2.2508  -0.239
C16 -2.2548 2.7677 1.4181  0.383
N3 -2.7079 1.7377 0.6702  -0.551
C17 -4.0240 1.4728 0.6648  0.096
N4 -0.9566 3.2171 1.4035  -0.530
C18 -0.0600 2.7781 0.5887  0.488
N5 -0.1820 1.8012 -0.3657  -0.742
C19 1.0096 1.6895 -1.0304  0.480
N6 1.3181 0.9095 -2.0091  -0.530
C20 0.4789 -0.0183 -2.5678  0.398
C21 0.9271 -0.5912 -3.7745  -0.227
C22 0.1716 -1.5394 -4.4173  -0.144
C23 -1.0463 -1.9258 -3.8576  -0.274
C24 -1.4237 -1.3477 -2.6715  0.066
N7 -0.6956 -0.4172 -2.0342  -0.565
C25 1.9723 2.6622 -0.4770  -0.015
C26 3.2855 2.9423 -0.7955  -0.180
C27 3.9262 3.9203 -0.0425  -0.206
C28 3.2655 4.5912 0.9828  -0.203
C29 1.9371 4.3130 1.2876  -0.163
C30 1.3081 3.3366 0.5418  -0.100
H13 -5.9887 1.8975 1.3936  0.224
H14 -5.1557 3.6930 2.9204  0.220
H15 -2.7233 4.2798 2.8488  0.234
H16 -4.3399 0.6845 -0.0020  0.201
H17 1.8817 -0.2576 -4.1532  0.237
H18 0.5199 -1.9914 -5.3367  0.222
H19 -1.6718 -2.6688 -4.3312  0.227
H20 -2.3453 -1.6372 -2.1785  0.203
H21 3.7883 2.4115 -1.5928  0.234
H22 4.9590 4.1650 -0.2576  0.215
H23 3.7960 5.3418 1.5549  0.216
H24 1.4118 4.8330 2.0776  0.230

Summary:
**Largest force on an atom**: 0.7 eV/Å
**LUMO**: -0.72 eV

=====

# 2
ORCA calculation (the ωB97M-V functional and the def2-TZVPD basis) on a structure of composition C30H24N5O2Ta in a non-equilibrium geometry.

Each line ends with the natural charge from an NBO analysis.
CARTESIAN COORDINATES (ANGSTROEM)
Ta1 0.9894 0.2732 -0.1561  2.533
C1 0.5154 -1.2637 4.0242  -0.276
C2 1.1419 -0.8238 2.8786  0.134
N1 0.5092 -0.0737 1.9532  -0.568
C3 -0.8155 0.2772 2.1624  0.124
C4 -1.5474 -0.2400 3.2618  -0.080
C5 -0.8276 -0.9944 4.2456  -0.007
C6 -2.9246 0.1037 3.3493  -0.174
C7 -3.4754 0.9264 2.3795  -0.166
C8 -2.7488 1.4688 1.3308  -0.218
C9 -1.3495 1.2125 1.2725  0.217
N2 -0.3929 1.7397 0.4115  -0.729
C10 -0.5853 2.8984 -0.3375  0.129
C11 -1.4345 3.9821 -0.0650  -0.192
C12 -1.4232 5.0908 -0.9390  -0.168
C13 -0.5250 5.2155 -1.9837  -0.167
C14 0.3992 4.1646 -2.2065  -0.099
C15 1.4244 4.2358 -3.1674  -0.029
C16 2.2453 3.1398 -3.3675  -0.266
C17 2.0781 1.9972 -2.6028  0.118
N3 1.1375 1.9147 -1.6489  -0.576
C18 0.3279 3.0052 -1.4050  0.222
H1 1.0885 -1.8854 4.6822  0.257
H2 2.1683 -1.0581 2.6418  0.221
H3 -1.3041 -1.3235 5.1505  0.251
H4 -3.5434 -0.2455 4.1825  0.248
H5 -4.5368 1.1635 2.4213  0.244
H6 -3.2574 2.0693 0.5939  0.244
H7 -2.0687 4.0189 0.8122  0.242
H8 -2.1333 5.8921 -0.8215  0.243
H9 -0.5772 6.1107 -2.5687  0.244
H10 1.6139 5.1323 -3.7445  0.252
H11 3.0121 3.1707 -4.1120  0.255
H12 2.7062 1.1181 -2.7309  0.217
C19 5.3266 0.3097 0.2425  -0.702
C20 3.9805 -0.2852 0.0367  0.518
O1 2.8632 0.4827 0.1654  -0.742
C21 3.9139 -1.6223 -0.2746  -0.400
C22 2.7212 -2.3193 -0.4902  0.408
C23 2.7455 -3.7907 -0.7278  -0.693
N4 1.4854 -1.6924 -0.4880  -0.531
N5 0.3752 -2.5251 -0.5154  -0.363
C24 -0.6751 -1.8199 -0.8882  0.588
O2 -0.5600 -0.4927 -1.1268  -0.744
C25 -1.9790 -2.5073 -0.9279  -0.189
C26 -3.1464 -1.7393 -0.8919  -0.109
C27 -4.4060 -2.3353 -0.8753  -0.228
C28 -4.5662 -3.7174 -0.8759  -0.150
C29 -3.4031 -4.4911 -0.9460  -0.203
C30 -2.1356 -3.9149 -0.9337  -0.141
H13 5.3275 1.2775 0.7753  0.263
H14 5.8067 0.4083 -0.7600  0.270
H15 5.9242 -0.4338 0.8135  0.263
H16 4.8902 -2.0956 -0.3860  0.265
H17 3.7312 -4.1883 -0.4015  0.248
H18 2.6302 -4.0274 -1.8149  0.281
H19 1.9214 -4.2492 -0.1537  0.280
H20 -3.0818 -0.6636 -0.8221  0.207
H21 -5.2831 -1.7160 -0.8349  0.225
H22 -5.5465 -4.1572 -0.8674  0.238
H23 -3.4930 -5.5697 -0.9550  0.235
H24 -1.2538 -4.5375 -0.9729  0.230

Summary:
**Largest force on an atom**: 3.3 eV/Å
**LUMO**: -7.30 eV
**Total charge**: +2
**Energy relative to the best compared isomer or geometry (same formula, charge and spin)**: 4.4 kcal/mol

=====

# 3
ORCA calculation (the ωB97M-V functional and the def2-TZVPD basis) on a structure of composition C30H25BN12O5STi in a non-equilibrium geometry.

Each line ends with the Löwdin charge.
CARTESIAN COORDINATES (ANGSTROEM)
Ti1 0.3617 -0.2968 0.2442  0.895
C1 -2.0686 0.1207 3.6895  -0.015
C2 -1.6648 0.5917 2.4506  -0.101
N1 -0.5082 0.0249 2.0883  -0.052
N2 -0.1577 -0.8171 3.0946  0.029
C3 -1.0776 -0.7743 4.0607  -0.032
B1 1.1949 -1.5954 3.0611  -0.594
N3 1.0808 -2.7249 1.9659  0.050
C4 1.4074 -4.0292 1.9312  -0.037
C5 1.0758 -4.5459 0.6964  -0.023
C6 0.5406 -3.4639 0.0092  -0.146
N4 0.5535 -2.3620 0.7651  -0.053
N5 2.2931 -0.6056 2.5326  0.030
C7 3.4077 -0.1686 3.1312  -0.033
C8 4.1189 0.6024 2.2304  -0.024
C9 3.3391 0.5922 1.0825  -0.140
N6 2.2274 -0.1354 1.2562  -0.053
N7 1.5115 -2.0462 4.4664  -0.015
C10 1.7381 -3.2403 5.0886  -0.071
C11 2.0172 -2.9886 6.4015  -0.050
C12 1.9409 -1.5842 6.5122  -0.136
N8 1.6362 -1.0181 5.3598  0.061
H1 -2.9498 0.3892 4.2474  0.108
H2 -2.1458 1.3116 1.8068  0.122
H3 -0.9698 -1.3616 4.9583  0.134
H4 1.8725 -4.5245 2.7602  0.109
H5 1.2003 -5.5589 0.3529  0.110
H6 0.1122 -3.4442 -0.9830  0.115
H7 3.6250 -0.4278 4.1547  0.125
H8 5.0591 1.1023 2.3916  0.108
H9 3.5522 1.0575 0.1313  0.101
H10 1.6464 -4.1885 4.5965  0.096
H11 2.2480 -3.7085 7.1704  0.101
H12 2.0896 -0.9686 7.3889  0.111
O1 -6.0393 1.6977 -1.6498  0.089
N9 -5.1900 2.3631 -2.2059  -0.331
O2 -5.4092 3.2876 -2.9516  0.111
C13 -3.7661 2.0334 -1.9165  -0.051
C14 -2.8756 2.9852 -2.1936  0.091
C15 -1.5013 2.8388 -1.8045  -0.125
C16 -0.5636 3.8353 -2.0170  0.016
C17 0.6985 3.6964 -1.4450  -0.026
C18 0.9823 2.5851 -0.6952  -0.102
N10 0.1350 1.5387 -0.5425  -0.015
C19 -1.1138 1.6725 -1.1262  -0.158
C20 -2.0211 0.5924 -1.0009  -0.167
N11 -1.5106 -0.5706 -0.4703  -0.026
C21 -2.3769 -1.5810 -0.2647  -0.100
C22 -3.7047 -1.5054 -0.6033  -0.015
C23 -4.2216 -0.3395 -1.1594  0.032
C24 -3.3842 0.7558 -1.3472  -0.057
H13 -3.2124 3.9022 -2.6578  0.144
H14 -0.8275 4.7089 -2.6009  0.132
H15 1.4506 4.4658 -1.5572  0.123
H16 1.9209 2.5189 -0.1640  0.101
H17 -1.9761 -2.4703 0.1990  0.108
H18 -4.3470 -2.3572 -0.4256  0.120
H19 -5.2656 -0.2782 -1.4227  0.113
N12 1.5946 -0.8111 -1.6444  0.076
C25 1.2525 -0.0620 -2.8042  -0.263
C26 2.1073 0.9423 -3.2594  -0.006
C27 1.7188 1.7365 -4.3101  -0.001
C28 0.4884 1.4548 -4.9325  -0.215
C29 -0.3921 0.4623 -4.4671  0.004
C30 0.0183 -0.3155 -3.4163  -0.008
S1 -0.0203 2.4811 -6.3136  0.518
O3 1.1188 2.8892 -7.0688  -0.252
O4 -0.4294 3.4382 -5.2141  -0.162
O5 -1.1071 1.8462 -6.9881  -0.259
H20 2.5725 -0.6944 -1.3965  0.108
H21 1.4459 -1.8064 -1.7922  0.101
H22 3.0627 1.1114 -2.7738  0.128
H23 2.3454 2.5352 -4.6868  0.138
H24 -1.3427 0.3087 -4.9637  0.135
H25 -0.6218 -1.1052 -3.0400  0.124

Summary:
**Largest force on an atom**: 1.7 eV/Å
**LUMO (alpha / beta)**: -3.86 / -6.08 eV
**Total charge**: +1
**Spin multiplicity**: 4
**Energy relative to the best compared isomer or geometry (same formula, charge and spin)**: 9.3 kcal/mol

=====

> Look up the largest force on an atom of the first one.

0.7 eV/Å

=====

> The lowest largest force on an atom belongs to which entry?

C30H24InN7O2

=====

Repeat the first record exactly.
ORCA calculation (the ωB97M-V functional and the def2-TZVPD basis) on a structure of composition C30H24InN7O2.

Each line ends with the natural charge from an NBO analysis.
CARTESIAN COORDINATES (ANGSTROEM)
In1 -1.1797 -0.0706 0.2353  1.932
C1 -4.8207 -2.1447 1.8322  -0.667
C2 -3.4199 -2.0581 1.2755  0.489
O1 -2.9072 -0.8707 1.3125  -0.809
C3 -2.8044 -3.1950 0.8158  -0.478
C4 -1.4287 -3.2874 0.4584  0.318
C5 -0.7861 -4.6462 0.3893  -0.666
N1 -0.7007 -2.2320 0.2804  -0.455
N2 0.6518 -2.3721 0.0691  -0.437
C6 1.3110 -1.3527 0.5507  0.530
O2 0.7701 -0.3435 1.1711  -0.813
C7 2.7832 -1.3282 0.3453  -0.041
C8 3.5188 -0.2641 0.8614  -0.197
C9 4.8881 -0.1973 0.6605  -0.223
C10 5.5329 -1.1948 -0.0557  -0.208
C11 4.8047 -2.2624 -0.5643  -0.225
C12 3.4361 -2.3323 -0.3655  -0.187
H1 -5.4790 -1.4974 1.2487  0.214
H2 -4.8249 -1.7763 2.8589  0.229
H3 -5.1990 -3.1638 1.8101  0.215
H4 -3.3544 -4.1222 0.8790  0.212
H5 -1.5266 -5.4239 0.5587  0.212
H6 -0.0083 -4.7136 1.1503  0.244
H7 -0.3064 -4.7982 -0.5782  0.237
H8 2.9992 0.5037 1.4182  0.233
H9 5.4513 0.6357 1.0634  0.211
H10 6.6023 -1.1397 -0.2189  0.209
H11 5.3106 -3.0432 -1.1188  0.209
H12 2.8520 -3.1549 -0.7554  0.232
C13 -4.9396 2.1531 1.4316  -0.283
C14 -4.4714 3.1609 2.2720  -0.144
C15 -3.1361 3.4814 2.2508  -0.239
C16 -2.2548 2.7677 1.4181  0.383
N3 -2.7079 1.7377 0.6702  -0.551
C17 -4.0240 1.4728 0.6648  0.096
N4 -0.9566 3.2171 1.4035  -0.530
C18 -0.0600 2.7781 0.5887  0.488
N5 -0.1820 1.8012 -0.3657  -0.742
C19 1.0096 1.6895 -1.0304  0.480
N6 1.3181 0.9095 -2.0091  -0.530
C20 0.4789 -0.0183 -2.5678  0.398
C21 0.9271 -0.5912 -3.7745  -0.227
C22 0.1716 -1.5394 -4.4173  -0.144
C23 -1.0463 -1.9258 -3.8576  -0.274
C24 -1.4237 -1.3477 -2.6715  0.066
N7 -0.6956 -0.4172 -2.0342  -0.565
C25 1.9723 2.6622 -0.4770  -0.015
C26 3.2855 2.9423 -0.7955  -0.180
C27 3.9262 3.9203 -0.0425  -0.206
C28 3.2655 4.5912 0.9828  -0.203
C29 1.9371 4.3130 1.2876  -0.163
C30 1.3081 3.3366 0.5418  -0.100
H13 -5.9887 1.8975 1.3936  0.224
H14 -5.1557 3.6930 2.9204  0.220
H15 -2.7233 4.2798 2.8488  0.234
H16 -4.3399 0.6845 -0.0020  0.201
H17 1.8817 -0.2576 -4.1532  0.237
H18 0.5199 -1.9914 -5.3367  0.222
H19 -1.6718 -2.6688 -4.3312  0.227
H20 -2.3453 -1.6372 -2.1785  0.203
H21 3.7883 2.4115 -1.5928  0.234
H22 4.9590 4.1650 -0.2576  0.215
H23 3.7960 5.3418 1.5549  0.216
H24 1.4118 4.8330 2.0776  0.230

Summary:
**Largest force on an atom**: 0.7 eV/Å
**LUMO**: -0.72 eV